1.
The following is a DFT calculation (ωB97M-V with the def2-TZVPD basis set) of a molecular structure, C46H42F4N6O5S4SbV.

Computed properties:
Charge: -1
E_LUMO (spin up / spin down): 1.81 / 1.86 eV
Gap between HOMO and LUMO (spin up / spin down): 0.188 / 0.234 hartree
<S²>: 3.767
Largest force on an atom: 4.086 eV Å⁻¹
Spin multiplicity: 4
ΔE to the lowest compared entry with this formula, charge and spin: 0.0 kcal/mol

Atoms and positions in Å:
V  0.59  -0.82  -0.02
C  2.67  -2.76  2.66
C  2.06  -3.81  1.74
N  1.98  -3.40  0.35
C  3.28  -3.34  -0.30
C  3.21  -2.69  -1.68
C  1.01  -4.21  -0.39
C  -0.16  -3.32  -0.85
N  -0.47  -2.42  0.23
C  -1.55  -2.55  0.99
C  -1.51  -1.90  2.25
F  -0.29  -1.40  2.61
C  -2.57  -1.82  3.12
F  -2.44  -1.18  4.30
C  -3.77  -2.45  2.83
C  -3.83  -3.17  1.65
F  -4.97  -3.83  1.36
C  -2.77  -3.25  0.77
F  -2.94  -4.05  -0.32
H  2.65  -3.13  3.69
H  2.08  -1.85  2.59
H  3.70  -2.54  2.39
H  1.03  -3.99  2.09
H  2.62  -4.76  1.83
H  3.74  -4.35  -0.36
H  3.92  -2.70  0.32
H  2.57  -3.26  -2.36
H  4.21  -2.65  -2.11
H  2.82  -1.68  -1.56
H  0.60  -5.00  0.26
H  1.47  -4.71  -1.25
H  -1.00  -3.93  -1.17
H  0.17  -2.71  -1.70
H  -4.61  -2.41  3.51
N  3.30  -5.89  -5.10
C  2.41  -4.84  -4.92
C  2.71  -3.56  -5.39
C  1.80  -2.53  -5.23
C  0.58  -2.77  -4.63
C  0.26  -4.04  -4.19
C  1.16  -5.07  -4.33
S  -0.53  -1.41  -4.29
O  -0.30  -0.37  -5.27
O  -1.86  -1.95  -4.21
N  -0.02  -0.97  -2.82
C  0.75  0.07  -2.66
S  1.14  1.23  -3.93
C  2.08  2.12  -2.76
C  2.04  1.51  -1.55
N  1.30  0.37  -1.50
H  4.27  -5.61  -5.22
H  3.18  -6.67  -4.48
H  3.66  -3.39  -5.87
H  2.02  -1.53  -5.58
H  -0.71  -4.20  -3.74
H  0.92  -6.07  -3.99
H  2.61  3.01  -3.04
H  2.54  1.86  -0.66
O  3.54  -0.46  0.65
C  2.83  0.27  1.35
N  1.46  0.22  1.26
S  0.82  1.49  2.00
O  0.59  2.56  1.01
O  -0.36  1.22  2.77
C  2.25  1.98  2.91
C  2.49  2.98  3.81
C  3.81  3.26  4.16
C  4.86  2.56  3.56
C  4.62  1.56  2.64
C  3.29  1.25  2.31
H  1.67  3.54  4.26
H  4.03  4.03  4.89
H  5.88  2.81  3.82
H  5.42  1.04  2.14
S  -1.50  0.29  -0.14
Sb  -1.85  2.41  0.73
C  -1.92  3.55  2.61
C  -0.83  4.25  3.11
C  -0.92  4.89  4.34
C  -2.09  4.82  5.08
C  -3.18  4.13  4.57
C  -3.09  3.49  3.35
C  -3.96  2.15  0.46
C  -4.64  2.81  -0.54
C  -5.93  2.45  -0.87
C  -6.55  1.42  -0.20
C  -5.88  0.74  0.81
C  -4.58  1.11  1.13
C  -1.34  3.86  -0.78
C  -1.19  3.40  -2.08
C  -0.85  4.28  -3.09
C  -0.66  5.62  -2.80
C  -0.80  6.08  -1.50
C  -1.14  5.20  -0.49
H  0.08  4.28  2.53
H  -0.07  5.44  4.72
H  -2.15  5.31  6.04
H  -4.10  4.10  5.14
H  -3.95  2.95  2.96
H  -4.13  3.61  -1.07
H  -6.45  2.96  -1.68
H  -7.56  1.12  -0.46
H  -6.36  -0.07  1.33
H  -4.03  0.56  1.90
H  -1.35  2.35  -2.30
H  -0.74  3.92  -4.11
H  -0.41  6.32  -3.59
H  -0.65  7.13  -1.27
H  -1.24  5.55  0.54

2.
The following is a DFT calculation (ωB97M-V with the def2-TZVPD basis set) of a molecular structure, C46H43As2GeN3Os.

Computed properties:
Charge: +3
E_LUMO (spin up / spin down): -8.07 / -8.76 eV
Gap between HOMO and LUMO (spin up / spin down): 0.255 / 0.248 hartree
<S²>: 0.764
Largest force on an atom: 0.358 eV Å⁻¹
Spin multiplicity: 2

Atoms and positions in Å:
Os  -2.76  1.25  -1.44
C  -2.02  -1.72  1.80
C  -2.55  -1.09  0.66
N  -2.15  0.09  0.25
C  -1.17  0.74  0.96
C  -0.58  0.19  2.11
C  -1.05  -1.08  2.52
C  0.37  0.96  2.82
C  0.72  2.19  2.34
C  0.13  2.74  1.19
C  -0.83  2.03  0.51
N  -1.61  2.52  -0.58
C  -2.23  3.80  -0.39
C  -1.61  5.01  -0.35
C  -2.36  6.18  -0.07
C  -3.71  6.10  0.18
C  -4.38  4.86  0.12
C  -5.76  4.67  0.35
C  -6.30  3.42  0.24
C  -5.48  2.35  -0.16
N  -4.19  2.49  -0.39
C  -3.63  3.72  -0.21
H  -2.39  -2.69  2.09
H  -3.32  -1.58  0.08
H  -0.64  -1.53  3.42
H  0.78  0.59  3.75
H  1.44  2.79  2.89
H  0.41  3.73  0.87
H  -0.54  5.10  -0.54
H  -1.86  7.13  -0.04
H  -4.27  7.00  0.42
H  -6.38  5.52  0.62
H  -7.35  3.24  0.42
H  -5.91  1.36  -0.31
C  -0.71  -1.70  -2.76
As  -1.11  0.19  -2.88
C  0.62  1.03  -2.68
C  -1.57  0.56  -4.72
C  -0.98  -0.13  -5.77
C  -1.23  0.26  -7.08
C  -2.05  1.36  -7.33
C  -2.65  2.03  -6.28
C  -2.42  1.63  -4.97
As  -3.36  2.48  -3.50
C  -3.02  4.37  -3.68
C  -5.23  2.33  -4.01
H  -0.43  -1.91  -1.72
H  0.12  -1.95  -3.41
H  -1.57  -2.30  -3.03
H  1.30  0.64  -3.44
H  1.02  0.83  -1.69
H  0.50  2.10  -2.81
H  -0.32  -0.97  -5.59
H  -0.78  -0.28  -7.90
H  -2.23  1.67  -8.35
H  -3.30  2.87  -6.50
H  -3.53  4.74  -4.57
H  -1.95  4.54  -3.78
H  -3.39  4.89  -2.80
H  -5.81  3.03  -3.42
H  -5.59  1.32  -3.83
H  -5.34  2.57  -5.06
C  8.03  -5.06  1.31
C  7.35  -4.49  0.24
C  6.09  -3.93  0.43
C  5.53  -3.95  1.70
C  6.22  -4.51  2.78
C  7.47  -5.07  2.58
Ge  3.85  -3.31  2.33
C  3.82  -1.62  3.17
C  4.79  -0.66  2.85
C  4.90  0.49  3.61
C  4.09  0.66  4.73
C  3.13  -0.30  5.07
C  2.97  -1.41  4.27
C  2.39  -4.49  2.70
C  1.57  -5.01  1.70
C  0.57  -5.92  2.04
C  0.41  -6.32  3.36
C  1.24  -5.81  4.35
C  2.22  -4.89  4.03
H  9.01  -5.50  1.15
H  7.79  -4.49  -0.75
H  5.57  -3.50  -0.41
H  5.80  -4.51  3.79
H  8.01  -5.51  3.41
H  5.47  -0.83  2.02
H  5.65  1.23  3.37
H  4.22  1.53  5.35
H  2.53  -0.17  5.95
H  2.21  -2.15  4.52
H  1.71  -4.74  0.66
H  -0.06  -6.34  1.26
H  -0.35  -7.04  3.61
H  1.12  -6.14  5.37
H  2.87  -4.52  4.82

3.
The following is a DFT calculation (ωB97M-V with the def2-TZVPD basis set) of a molecular structure, C46H43ClP2PtSi.

Computed properties:
Charge: +2
E_LUMO: -7.16 eV
Gap between HOMO and LUMO: 0.223 hartree
Largest force on an atom: 1.344 eV Å⁻¹
ΔE to the lowest compared entry with this formula, charge and spin: 0.0 kcal/mol

Atoms and positions in Å:
Pt  -0.07  -0.54  0.18
C  -3.36  -1.70  0.61
C  -3.06  -1.88  -0.88
P  -1.29  -2.00  -1.29
C  -1.16  -1.47  -3.00
C  -1.86  -2.18  -3.98
C  -1.83  -1.75  -5.30
C  -1.09  -0.62  -5.64
C  -0.38  0.08  -4.68
C  -0.42  -0.35  -3.35
C  -0.88  -3.76  -1.31
C  0.16  -4.20  -2.14
C  0.49  -5.54  -2.18
C  -0.19  -6.46  -1.39
C  -1.21  -6.03  -0.56
C  -1.55  -4.69  -0.51
C  -3.30  -0.23  1.04
P  -1.67  0.59  1.27
C  -1.27  0.51  3.02
C  -1.89  -0.40  3.88
C  -1.53  -0.45  5.22
C  -0.55  0.41  5.70
C  0.08  1.30  4.85
C  -0.26  1.35  3.51
C  -2.01  2.29  0.80
C  -2.23  3.30  1.73
C  -2.61  4.56  1.30
C  -2.78  4.82  -0.05
C  -2.57  3.81  -0.98
C  -2.18  2.55  -0.56
H  -2.69  -2.31  1.23
H  -4.37  -2.07  0.81
H  -3.43  -1.01  -1.43
H  -3.56  -2.75  -1.31
H  -2.42  -3.07  -3.72
H  -2.38  -2.29  -6.05
H  -1.07  -0.29  -6.67
H  0.20  0.95  -4.95
H  0.14  0.20  -2.61
H  0.69  -3.49  -2.77
H  1.28  -5.88  -2.84
H  0.07  -7.51  -1.44
H  -1.74  -6.74  0.06
H  -2.36  -4.38  0.14
H  -3.80  -0.09  2.00
H  -3.83  0.39  0.32
H  -2.66  -1.07  3.52
H  -2.02  -1.15  5.88
H  -0.29  0.38  6.75
H  0.85  1.96  5.23
H  0.24  2.04  2.85
H  -2.12  3.11  2.79
H  -2.78  5.35  2.03
H  -3.08  5.80  -0.38
H  -2.70  4.01  -2.04
H  -2.00  1.77  -1.30
Cl  5.91  -1.27  1.84
C  4.22  -1.56  1.72
C  3.38  -1.15  2.75
C  2.03  -1.37  2.64
C  1.51  -2.03  1.52
C  0.08  -2.27  1.43
C  2.38  -2.47  0.50
C  3.73  -2.23  0.60
H  3.81  -0.66  3.62
H  1.36  -1.05  3.43
H  -0.50  -2.03  2.31
H  -0.26  -3.12  0.86
H  1.98  -3.02  -0.35
H  4.42  -2.56  -0.17
C  1.77  5.40  2.21
C  0.91  5.18  1.15
C  0.84  3.93  0.56
C  1.64  2.87  1.01
C  2.50  3.12  2.09
C  2.56  4.36  2.69
Si  1.75  1.20  0.21
C  2.22  1.20  -1.58
C  3.14  0.25  -2.04
C  3.64  0.32  -3.33
C  3.22  1.32  -4.18
C  2.29  2.26  -3.75
C  1.78  2.19  -2.47
H  1.84  6.38  2.67
H  0.30  5.99  0.77
H  0.14  3.78  -0.26
H  3.14  2.32  2.45
H  3.24  4.53  3.52
H  2.84  0.55  0.97
H  3.48  -0.53  -1.37
H  4.37  -0.41  -3.66
H  3.63  1.39  -5.18
H  1.97  3.05  -4.42
H  1.07  2.95  -2.14

Which of these has the highest largest force on an atom?
C46H42F4N6O5S4SbV